[1]
{"formula": "C29H32As2O8P2PtS3Se", "method": "ωB97M-V/def2-TZVPD", "e_homo_ev": [-7.85, -8.49], "multiplicity": 5, "homo_lumo_gap_ha": [0.298, 0.222], "symbols": ["Pt", "O", "P", "O", "O", "O", "P", "O", "O", "O", "H", "H", "C", "As", "C", "C", "C", "C", "C", "C", "C", "As", "C", "C", "H", "H", "H", "H", "H", "H", "H", "H", "H", "H", "H", "H", "H", "H", "H", "H", "Se", "C", "C", "C", "C", "C", "C", "H", "H", "H", "H", "H", "O", "C", "C", "C", "C", "C", "S", "C", "C", "C", "C", "S", "C", "C", "C", "C", "S", "H", "H", "H", "H", "H", "H", "H", "H", "H"], "coordinates": [[-0.01966, 0.31765, 0.83522], [1.75363, -0.49589, 4.71022], [0.62026, -0.03570, 3.71512], [-0.59808, 0.39108, 4.40331], [0.50764, -1.01983, 2.52167], [1.33087, 1.26360, 2.94528], [2.69335, 0.97415, 2.09956], [3.13537, 2.44691, 1.65661], [3.69278, 0.32696, 2.97668], [2.22682, 0.29157, 0.81500], [2.63207, -0.46686, 4.26380], [3.66439, 2.86257, 2.34987], [-1.56317, -0.17680, -4.52914], [-1.55652, 0.49721, -2.68528], [-2.48517, 2.16919, -2.99692], [-2.91095, -0.72307, -1.97541], [-4.22478, -0.64977, -2.42162], [-5.18144, -1.54624, -1.96908], [-4.82606, -2.53858, -1.06885], [-3.51726, -2.62401, -0.61948], [-2.55541, -1.72421, -1.07057], [-0.78249, -1.77856, -0.29716], [0.39138, -2.38934, -1.71459], [-0.76609, -3.30687, 0.87741], [-2.58826, -0.39752, -4.82476], [-0.96391, -1.08321, -4.60579], [-1.15306, 0.58080, -5.19672], [-3.47406, 2.02383, -3.42727], [-1.86906, 2.73059, -3.70068], [-2.56144, 2.72633, -2.06719], [-4.51742, 0.12191, -3.12341], [-6.20408, -1.46357, -2.31427], [-5.56638, -3.23957, -0.70615], [-3.25617, -3.39121, 0.09680], [-0.00578, -3.30642, -2.14818], [1.36914, -2.57665, -1.27107], [0.50255, -1.62358, -2.47925], [-0.97062, -4.21213, 0.30707], [-1.48848, -3.17640, 1.67874], [0.22617, -3.34005, 1.32235], [0.83451, 1.63393, -1.39158], [1.97028, 0.57684, -2.51674], [1.69236, 0.48186, -3.87834], [2.52911, -0.24474, -4.71112], [3.65756, -0.86557, -4.19374], [3.95225, -0.73967, -2.84390], [3.11794, -0.01903, -2.00042], [0.83495, 0.98942, -4.29855], [2.29976, -0.31717, -5.76664], [4.31025, -1.43456, -4.84285], [4.83866, -1.20664, -2.43448], [3.33758, 0.05697, -0.94638], [-1.70045, 1.29426, 0.23128], [-2.44649, 2.07874, 1.17756], [-3.35275, 3.01512, 0.39056], [-3.16763, 4.32858, 0.06791], [-4.18224, 4.84310, -0.78448], [-5.12007, 3.90637, -1.09384], [-4.78836, 2.40888, -0.34590], [-1.48200, 2.85155, 2.05592], [-1.50725, 3.02848, 3.40278], [-0.43446, 3.83446, 3.87468], [0.38697, 4.24868, 2.87616], [-0.12736, 3.66614, 1.35458], [-3.32267, 1.17178, 2.02733], [-4.42948, 1.52393, 2.74762], [-4.96531, 0.44871, 3.50108], [-4.25801, -0.70311, 3.32896], [-2.95123, -0.47793, 2.26385], [-2.33945, 4.91644, 0.43371], [-4.21623, 5.86533, -1.13279], [-6.00521, 4.02828, -1.69824], [-2.23906, 2.56285, 4.04445], [-0.26630, 4.05643, 4.91818], [1.28268, 4.84390, 2.95161], [-4.83211, 2.52724, 2.75826], [-5.83496, 0.52887, 4.13691], [-4.43248, -1.66825, 3.77619]]}


[2]
{"formula": "C9H11BrN", "method": "ωB97M-V/def2-TZVPD", "e_homo_ev": [-12.29, -11.56], "total_charge": 1, "homo_lumo_gap_ha": [0.266, 0.300], "symbols": ["C", "C", "C", "C", "C", "C", "C", "C", "C", "N", "Br", "H", "H", "H", "H", "H", "H", "H", "H", "H", "H", "H"], "coordinates": [[2.11006, 2.22475, -0.24751], [0.97767, 2.67492, -0.92106], [2.05931, 1.09862, 0.57705], [-0.23141, 2.02398, -0.80145], [0.86713, 0.43783, 0.70813], [-0.29203, 0.88908, 0.02300], [0.53079, -0.78787, 1.51744], [-1.35378, 0.03704, 0.30866], [-1.45360, -2.96595, -1.70441], [-0.92926, -1.01772, 1.25939], [-3.16619, 0.09172, -0.16597], [3.04409, 2.74863, -0.36380], [1.05028, 3.54859, -1.54975], [2.94183, 0.75981, 1.09619], [-1.11296, 2.36721, -1.31654], [1.11536, -1.65412, 1.19720], [0.71212, -0.62856, 2.58298], [-1.25295, -3.61321, -0.87699], [-1.13310, -1.94457, -1.71262], [-1.88474, -3.38367, -2.58875], [-1.11345, -1.94740, 0.85524], [-1.48518, -0.95911, 2.12356]]}


[3]
{"formula": "C5H14N3", "method": "ωB97M-V/def2-TZVPD", "smiles": "[H]/N=C/NCCCC[NH3+]", "e_homo_ev": -12.04, "total_charge": 1, "homo_lumo_gap_ha": 0.311, "symbols": ["H", "N", "C", "N", "C", "C", "C", "C", "N", "H", "H", "H", "H", "H", "H", "H", "H", "H", "H", "H", "H", "H"], "coordinates": [[3.56702, 1.20434, 0.37558], [2.87096, 0.47029, 0.34540], [2.07278, 0.40208, 1.30530], [1.06194, -0.56629, 1.34539], [-0.28895, -0.22910, 1.75252], [-1.23119, -0.50699, 0.55989], [-1.21107, 0.70881, -0.38001], [-1.80424, 0.42936, -1.74559], [-0.97038, -0.55634, -2.50160], [2.08579, 0.98228, 2.24028], [1.26497, -1.53481, 1.17496], [-0.37542, 0.82231, 1.97708], [-0.56587, -0.78881, 2.63763], [-0.90066, -1.46520, 0.13879], [-2.26101, -0.71684, 0.88548], [-1.87750, 1.42198, 0.09617], [-0.17857, 1.04949, -0.47248], [-1.81779, 1.37907, -2.28957], [-2.85089, 0.14654, -1.76837], [-1.38226, -0.80092, -3.40630], [-0.02896, -0.17661, -2.61259], [-0.89018, -1.42158, -1.96270]]}